Formula: C4H11N2S
Source: the Open Molecules 2025 dataset
Level of theory: wB97M-V/def2-TZVPD

Geometry (Å):
C -0.45539 0.30143 0.65440
C 1.04506 -1.34721 1.57131
C 0.39784 -1.46067 -0.70116
C -0.60921 1.91466 -2.29095
N 0.22315 -0.79388 0.56748
N -0.67642 1.13369 1.66565
S -1.87276 1.06137 -1.17399
H 0.78175 -0.97352 2.45188
H 0.86078 -2.42283 1.50377
H 2.18765 -1.22802 1.57968
H 1.46136 -1.62260 -0.76505
H 0.14617 -2.59049 -0.64953
H -0.23684 -0.83346 -1.45554
H -1.32993 2.23787 -3.00908
H 0.10871 1.16208 -2.55536
H -0.15610 2.64240 -1.63931
H -0.55747 0.92766 2.64557
H -1.31836 1.89152 1.60024

Results
Relative energy (zero: lowest compared OMol25 entry of this formula, charge and spin) = 3.176 eV
Total charge = +1
Gap between HOMO and LUMO = 0.3024 hartree

Formula: C4H3N2O2S
Source: the Open Molecules 2025 dataset
Level of theory: wB97M-V/def2-TZVPD

Geometry (Å):
C -0.40008 -1.28774 -0.52107
C -0.62091 -0.05963 0.03175
C 1.59553 -0.64616 0.14893
C 4.10366 0.40987 -0.42144
N 0.88306 -1.66550 -0.45393
N 0.68104 0.29898 0.33531
O 3.71295 1.04366 -1.33836
O 1.01447 1.61623 0.83072
S 4.98228 -0.31134 0.63668
H -1.19733 -1.93725 -0.81594
H -1.55901 0.63878 0.06483
H 1.98642 1.43037 0.73591

Results
Relative energy (zero: lowest compared OMol25 entry of this formula, charge and spin) = 4.036 eV
Total charge = -1
Gap between HOMO and LUMO = 0.2478 hartree